104
Properties=species:S:1:pos:R:3:forces:R:3 method="wB97M-V/def2-TZVPD" homo_energy_ev=-10.998 charge=+1 gap_ev=7.8 total_energy_ev=-69912.734
C 10.03668 -2.17404 0.44906 -0.703 -0.151 -0.048
C 8.62690 -2.80457 0.07173 1.931 0.625 0.430
O 7.68636 -1.74202 -0.16468 -0.309 -2.144 0.052
C 6.43764 -2.38579 -0.45307 -1.081 1.579 -0.496
C 5.37412 -1.22501 -0.60592 0.205 -1.236 0.178
O 4.19561 -1.83850 -1.20449 -0.200 1.411 1.108
C 3.19280 -0.81367 -1.30978 -0.278 0.325 -1.304
C 1.78598 -1.27566 -0.79413 0.655 -0.195 0.649
O 0.70913 -0.84722 -1.66926 -0.315 0.097 0.869
C -0.45976 -0.56315 -0.86929 0.522 -0.840 -0.277
C -1.72293 -0.85083 -1.75421 1.139 -0.794 -0.391
C -2.18953 -2.36020 -1.75899 0.863 0.765 -0.315
O -2.90646 -2.57473 -2.97318 0.122 0.878 0.479
C -3.92227 -1.59070 -3.21233 -2.012 -0.329 0.428
C -5.30399 -2.39617 -3.32695 0.516 -0.041 -0.119
C -5.44319 -3.46414 -2.17771 0.155 -0.238 0.197
C -6.55808 -1.46143 -3.49653 -0.663 -1.000 -0.969
C -7.77156 -2.39267 -3.98759 0.577 -0.238 -0.055
C -4.13808 -0.53890 -2.05540 -1.416 -0.270 -1.182
N -2.88290 0.09806 -1.52333 0.131 -0.194 -0.371
C -3.07441 0.52269 -0.10257 -0.859 0.825 2.013
C -3.23403 -0.63909 0.93364 0.262 -0.836 0.298
C -3.42256 -0.11196 2.40812 0.364 0.149 0.009
O -3.63989 1.04352 2.64361 0.070 -0.402 -0.331
N -3.36734 -1.11352 3.48102 -1.239 -0.325 -2.319
C -4.79311 -1.44874 3.70831 -2.055 -0.104 1.283
C -5.45036 -2.58929 3.08437 -0.750 0.981 0.821
C -6.87049 -2.84768 3.31090 1.203 2.123 1.027
C -7.59616 -1.92441 4.17739 1.365 -0.015 -0.295
C -6.94414 -0.79860 4.84452 1.295 -1.376 -1.604
C -5.52348 -0.56331 4.60347 -1.218 -1.346 -0.684
C -2.59507 1.28138 -2.44272 0.920 1.818 -0.638
O -3.21721 2.46984 -2.01032 1.054 -0.657 -0.165
C -2.19758 3.44259 -1.68470 0.254 0.399 0.889
O -2.87658 4.51513 -1.09689 0.921 -0.588 -0.868
C -2.01247 5.63519 -0.83458 -0.541 1.468 0.903
C -2.00464 5.95641 0.72333 0.379 0.292 -0.188
O -2.98415 6.93936 1.08095 0.050 -0.353 -0.324
H 10.84840 -2.78886 -0.01897 -0.633 0.700 0.478
H 10.06023 -1.12225 0.06011 0.172 -0.998 0.286
H 10.18141 -2.15857 1.56298 -0.098 0.060 -1.086
H 8.31216 -3.43764 0.94016 -0.084 0.301 -0.885
H 8.78456 -3.41776 -0.85409 -0.525 0.365 0.734
H 6.44533 -2.92157 -1.44077 0.250 0.234 0.869
H 6.14552 -3.08992 0.36929 0.185 0.550 -0.679
H 5.10120 -0.80513 0.40303 0.409 -0.212 -0.983
H 5.72761 -0.41981 -1.30277 -0.001 -0.641 0.764
H 3.50523 0.13316 -0.78271 -0.310 -1.037 -0.300
H 3.14505 -0.53334 -2.40342 -0.348 -0.262 0.983
H 1.65630 -0.82450 0.23409 -0.045 -0.426 -0.997
H 1.72962 -2.39423 -0.67346 0.254 0.981 -0.242
H -0.42374 -1.30885 -0.02301 -0.384 1.080 -0.459
H -0.35160 0.49669 -0.52557 -0.473 -0.840 0.026
H -1.39647 -0.64992 -2.81599 -0.327 -0.341 1.020
H -1.25410 -2.96956 -1.81403 -0.765 0.432 -0.022
H -2.74621 -2.67568 -0.84059 0.199 0.367 -0.739
H -3.82004 -1.05482 -4.19576 0.559 -0.576 0.842
H -5.20813 -2.98496 -4.28439 -0.077 0.623 0.851
H -4.61796 -4.22945 -2.19339 -0.692 0.906 -0.239
H -5.40684 -3.01461 -1.14273 -0.317 -0.319 -0.961
H -6.38995 -4.05981 -2.29185 0.811 0.822 0.230
H -6.85102 -0.90413 -2.57215 0.374 -0.458 -0.697
H -6.40229 -0.73630 -4.34630 0.181 -0.457 1.079
H -8.09002 -2.13009 -5.03317 0.086 -0.036 1.192
H -7.39809 -3.45308 -4.06490 -0.514 1.010 0.147
H -8.62980 -2.38612 -3.27452 0.604 0.086 -0.745
H -4.74944 0.29783 -2.49735 0.540 -0.846 0.577
H -4.78654 -1.00864 -1.28065 1.022 0.469 -0.178
H -2.26200 1.21966 0.23867 -0.643 -0.816 -0.592
H -4.01703 1.13413 -0.02547 0.975 -0.550 -0.416
H -2.36345 -1.35096 0.94534 -0.683 0.752 -0.058
H -4.13756 -1.29075 0.74355 0.800 0.744 0.084
H -2.96486 -1.94656 3.03265 0.001 0.177 0.501
H -4.85181 -3.26580 2.42748 -0.567 0.577 0.608
H -7.38863 -3.70234 2.81395 0.582 0.889 0.577
H -8.68218 -2.10961 4.32253 0.957 0.257 -0.002
H -7.52454 -0.12118 5.50902 0.564 -0.680 -0.630
H -4.99080 0.29005 5.08659 -0.526 -0.912 -0.530
H -2.91057 1.02133 -3.49167 0.094 -0.033 1.191
H -1.48452 1.47917 -2.47625 -0.977 -0.715 0.204
H -1.59429 3.71541 -2.59641 -0.790 -0.041 0.487
H -1.45258 3.01878 -0.93536 -0.737 0.057 -0.619
H -0.98368 5.54864 -1.26593 -0.793 -0.305 0.366
H -2.51067 6.53137 -1.30661 0.606 -0.908 0.270
H -1.00967 6.35646 1.06644 -0.645 -0.719 -0.489
H -2.27267 5.03096 1.29935 0.330 0.853 -0.560
H -2.74045 7.81264 0.73449 0.071 -0.477 0.120
C 9.13498 2.27740 4.23780 0.019 -0.006 0.358
O 8.51382 3.16210 3.29455 1.471 -3.077 -0.726
P 7.82816 2.39598 1.93344 -5.390 6.548 -2.053
O 7.88086 3.63878 1.08016 1.097 -0.868 0.291
O 6.39301 2.23425 2.68862 0.288 -1.279 -0.393
C 5.64646 3.40763 2.97699 -0.073 0.322 0.460
O 7.27630 1.37201 0.70744 2.003 -1.473 2.180
C 8.14028 1.24060 -0.42529 0.157 -0.011 -0.488
H 9.51447 2.86897 5.06965 -0.058 0.037 -0.098
H 8.40880 1.55236 4.61692 0.053 -0.012 0.064
H 9.96988 1.75324 3.76692 0.048 0.012 0.185
H 5.86020 4.21750 2.27925 0.177 -0.100 -0.035
H 5.86239 3.73521 3.99560 -0.013 0.090 -0.052
H 4.58568 3.16095 2.90772 0.106 -0.167 -0.003
H 9.18710 1.25319 -0.12128 0.009 0.043 -0.222
H 7.94942 2.05031 -1.13061 0.075 0.168 0.247
H 7.92691 0.29181 -0.90920 0.046 0.021 0.211